Record 1
Here is the ion C5H12NO with charge -1 at a distorted geometry from OMol25. Energies are from ωB97M-V/def2-TZVPD.

Its SMILES is CC[C@H](C)NC[O-]. Its highest occupied orbital energy is -2.46 eV. Its frontier orbital gap is 6.3 eV. As for the energy above the lowest of the compared OMol25 structures with the same formula, charge and spin: 1.441 eV.

ORCA input file:
```
! wB97M-V def2-TZVPD RIJCOSX def2/J DEFGRID3
* xyz -1 1
C -0.53 -1.66 1.39
C -0.25 -0.21 0.98
C 0.40 -0.02 -0.37
C 1.90 -0.29 -0.28
N 0.17 1.47 -0.84
C -1.30 1.65 -1.47
O -2.23 1.77 -0.55
H -1.30 -2.10 0.84
H -0.82 -1.83 2.40
H 0.30 -2.41 1.25
H 0.48 0.26 1.78
H -1.21 0.27 1.12
H -0.16 -0.70 -1.14
H 2.13 -0.45 0.71
H 2.13 -1.35 -0.60
H 2.62 0.35 -0.75
H 0.28 2.20 -0.08
H -1.26 2.40 -2.30
H -1.34 0.64 -2.09
*
```

=====

Record 2
Here is a cluster of 3 separate species, C15H27Cl4N2O3 in total from OMol25. Energies are from ωB97M-V/def2-TZVPD.

Its highest occupied orbital energy is -12.41 eV. Its frontier orbital gap is 7.7 eV.

ORCA input file:
```
! wB97M-V def2-TZVPD RIJCOSX def2/J DEFGRID3
* xyz 1 1
C -5.37 1.67 1.75
C -4.77 0.44 1.09
O -4.07 -0.29 2.05
C -3.57 -1.52 1.56
C -2.38 -1.34 0.60
O -1.69 -0.15 0.90
C -0.46 -0.07 0.17
C 0.02 1.35 0.18
O -0.38 2.13 -0.95
C -1.71 2.56 -0.89
C -2.54 1.83 -1.91
C -1.99 0.98 -2.86
C -2.82 0.32 -3.78
N -4.13 0.44 -3.78
N -4.61 1.24 -2.85
C -3.94 1.93 -1.95
H -5.69 2.38 0.99
H -4.60 2.13 2.37
H -6.21 1.39 2.37
H -4.06 0.79 0.32
H -5.54 -0.16 0.60
H -3.27 -2.10 2.42
H -4.37 -2.06 1.04
H -1.74 -2.21 0.69
H -2.76 -1.29 -0.43
H 0.27 -0.69 0.68
H -0.57 -0.50 -0.84
H 1.11 1.35 0.17
H -0.27 1.83 1.12
H -2.13 2.34 0.09
H -1.77 3.64 -1.05
H -0.92 0.84 -2.89
H -2.38 -0.32 -4.53
H -5.62 1.31 -2.84
H -4.49 2.56 -1.26
Cl 2.59 -1.22 2.45
C 3.88 -1.70 1.31
C 4.06 -0.70 0.21
Cl 2.64 -0.65 -0.88
H 3.62 -2.69 0.92
H 4.80 -1.78 1.88
H 4.93 -0.96 -0.39
H 4.20 0.30 0.61
Cl 7.34 -1.70 2.39
C 8.63 -2.19 1.25
C 8.81 -1.20 0.13
Cl 7.41 -1.17 -0.98
H 8.38 -3.18 0.87
H 9.55 -2.26 1.82
H 9.67 -1.47 -0.46
H 8.95 -0.19 0.51
*
```

=====

Record 3
Here is a structure of composition C4H10O3 at a distorted geometry from OMol25. Energies are from ωB97M-V/def2-TZVPD.

Its highest occupied orbital energy (alpha / beta) is -7.75 / -6.73 eV. Its frontier orbital gap (alpha / beta) is 8.7 / 6.6 eV. As for the energy above the lowest of the compared OMol25 structures with the same formula, charge and spin: 6.047 eV.

ORCA input file:
```
! wB97M-V def2-TZVPD RIJCOSX def2/J DEFGRID3
* xyz 0 1
C -1.11 -2.09 -1.49
O -0.22 -1.66 -0.50
C -0.13 -0.27 -0.42
C 0.44 0.15 0.93
O 1.86 0.06 0.99
C 0.04 1.46 1.40
O 0.96 2.34 1.72
H -1.08 -3.19 -1.50
H -0.82 -1.72 -2.48
H -2.14 -1.76 -1.29
H 0.32 1.48 -1.03
H -1.11 0.20 -0.61
H -0.03 -0.56 1.64
H 2.12 -0.13 0.08
H -0.96 1.70 1.73
H 0.04 2.11 -0.65
H 1.81 1.89 1.49
*
```

=====

Record 4
Here is a structure of composition C4H8N2O from OMol25. Energies are from ωB97M-V/def2-TZVPD.

Its highest occupied orbital energy is -8.67 eV. Its frontier orbital gap is 9.5 eV. As for the energy above the lowest of the compared OMol25 structures with the same formula, charge and spin: 2.750 eV.

ORCA input file:
```
! wB97M-V def2-TZVPD RIJCOSX def2/J DEFGRID3
* xyz 0 1
C 1.17 -2.15 0.67
N 1.19 -0.71 0.90
C 0.28 0.19 0.58
N -0.78 -0.19 -0.18
C -0.66 1.01 -1.00
O -0.10 0.97 -2.07
C -1.34 2.23 -0.43
H 1.95 -2.59 1.29
H 1.36 -2.40 -0.38
H 0.21 -2.56 0.98
H 2.02 -0.32 1.31
H -0.78 -1.07 -0.72
H -1.73 2.04 0.57
H -0.65 3.07 -0.41
H -2.16 2.47 -1.11
*
```

=====

Record 5
Here is a structure of composition C28H14B5FeN2O40 at a distorted geometry from OMol25. Energies are from ωB97M-V/def2-TZVPD.

Its highest occupied orbital energy (alpha / beta) is -5.32 / -5.32 eV. As for the expectation value of S²: 8.756. Its frontier orbital gap (alpha / beta) is 7.2 / 4.2 eV. As for the energy above the lowest of the compared OMol25 structures with the same formula, charge and spin: 0.338 eV.

ORCA input file:
```
! wB97M-V def2-TZVPD RIJCOSX def2/J DEFGRID3
* xyz -2 6
Fe 0.01 0.83 0.17
O 2.03 -3.20 -0.37
C 1.24 -3.42 0.49
O 0.83 -4.53 1.01
B -0.35 -4.38 1.90
O -0.50 -2.94 1.82
C 0.38 -2.38 1.07
O 0.39 -1.12 0.80
O -0.24 -4.91 3.26
C -1.12 -5.87 3.49
O -1.11 -6.50 4.62
C -1.89 -6.08 2.16
O -1.48 -5.13 1.29
O -2.81 -6.87 1.93
O 2.31 0.62 0.40
C 3.54 0.83 0.50
O 4.27 1.37 1.52
B 5.70 1.54 1.16
O 5.79 1.03 -0.24
C 4.51 0.59 -0.63
O 4.22 0.23 -1.74
O 6.14 2.94 1.49
C 6.93 2.87 2.54
O 7.59 3.76 3.07
C 7.11 1.35 2.96
O 6.46 0.69 2.10
O 7.78 0.88 3.87
O -3.05 2.09 3.73
C -2.89 0.86 3.73
O -3.62 -0.11 4.29
B -3.07 -1.46 3.94
O -2.02 -1.21 2.97
C -1.83 0.10 2.83
O -1.04 0.70 2.00
O -4.14 -2.23 3.28
C -4.18 -3.42 3.81
O -4.79 -4.42 3.47
C -3.39 -3.33 5.12
O -2.75 -2.27 5.16
O -3.34 -4.27 5.94
O -4.32 6.51 -4.39
C -3.18 6.09 -4.29
O -2.94 4.89 -4.08
B -1.47 4.71 -3.81
O -0.90 6.07 -3.98
C -1.86 6.93 -4.18
O -1.75 8.18 -4.23
O -0.96 3.64 -4.66
C -0.75 2.57 -3.90
O -0.57 1.48 -4.30
C -0.95 2.96 -2.43
O -1.18 4.22 -2.44
O -0.77 2.17 -1.40
O -1.88 -0.06 -0.34
C -2.73 -0.90 -0.62
O -3.51 -1.40 0.23
B -4.26 -2.53 -0.46
O -3.85 -2.50 -1.87
C -2.86 -1.72 -1.99
O -2.16 -1.50 -2.94
O -3.81 -3.82 0.15
C -4.90 -4.45 0.49
O -4.94 -5.67 0.75
C -6.22 -3.64 0.27
O -5.75 -2.44 -0.17
O -7.37 -4.09 0.52
C 2.80 5.60 -0.33
C 3.51 4.81 0.78
C 2.58 4.23 1.88
C 1.58 3.37 1.32
N 0.72 2.69 0.87
H 2.62 6.66 -0.13
H 1.83 5.18 -0.60
H 3.38 5.61 -1.26
H 4.37 5.30 1.23
H 3.95 4.00 0.20
H 2.18 5.16 2.30
H 3.17 3.56 2.51
C 0.66 -3.35 -3.99
C 1.21 -2.06 -4.66
C 2.07 -1.38 -3.64
C 1.39 -0.63 -2.55
N 0.80 -0.04 -1.73
H -0.07 -3.23 -3.18
H 1.43 -3.81 -3.37
H 0.28 -4.09 -4.69
H 0.47 -1.39 -5.11
H 1.88 -2.35 -5.47
H 2.73 -0.63 -4.09
H 2.68 -2.15 -3.18
*
```

=====

Record 6
Here is a cluster of 2 separate species, C10H16 in total at a distorted geometry from OMol25. Energies are from ωB97M-V/def2-TZVPD.

Its highest occupied orbital energy (alpha / beta) is 1.21 / -5.38 eV. As for the expectation value of S²: 0.751. Its frontier orbital gap (alpha / beta) is 2.5 / 9.0 eV. As for the energy above the lowest of the compared OMol25 structures with the same formula, charge and spin: 3.114 eV.

ORCA input file:
```
! wB97M-V def2-TZVPD RIJCOSX def2/J DEFGRID3
* xyz -1 2
C 1.08 1.47 1.88
C 1.59 2.82 1.71
C 2.04 0.42 2.41
H 0.22 1.25 2.62
H 0.86 1.19 0.78
H 1.74 3.45 2.58
H 1.69 -0.56 1.97
H 0.79 3.30 1.04
H 2.57 2.98 1.09
H 3.00 0.51 1.90
H 1.99 0.65 3.55
C 1.49 -1.12 -1.31
C -2.07 -1.90 -1.14
C -0.74 -1.99 -1.36
C -2.62 -0.69 -0.73
C -0.01 -0.89 -1.12
C -1.84 0.47 -0.56
C -0.47 0.41 -0.87
H -2.68 -2.63 -1.43
H -0.41 -2.82 -1.66
H -3.68 -0.37 -0.42
H -2.44 1.51 -0.53
H 1.83 -1.91 -0.65
H 2.20 -0.24 -1.16
H 0.10 1.27 -0.91
H 1.59 -1.60 -2.37
*
```

=====

Record 7
Here is a cluster of 11 separate species, C4H30N2O11 in total at a distorted geometry from OMol25. Energies are from ωB97M-V/def2-TZVPD.

Its SMILES is CCCNC(N)=O.O.O.O.O.O.O.O.O.O.O. Its highest occupied orbital energy is -10.06 eV. Its frontier orbital gap is 10.2 eV. As for the energy above the lowest of the compared OMol25 structures with the same formula, charge and spin: 0.838 eV.

ORCA input file:
```
! wB97M-V def2-TZVPD RIJCOSX def2/J DEFGRID3
* xyz 0 1
C 1.72 -1.43 2.37
C 2.06 -0.12 3.02
C 0.80 0.71 3.49
N -0.23 1.06 2.53
C -0.01 1.90 1.50
N 1.08 2.75 1.52
O -0.89 2.17 0.66
H 1.45 -2.32 2.98
H 1.02 -1.32 1.55
H 2.64 -1.83 1.83
H 2.62 0.58 2.37
H 2.69 -0.27 3.88
H 0.37 0.45 4.44
H 1.34 1.63 3.79
H -0.76 0.18 2.35
H 1.91 2.46 1.99
H 1.23 3.32 0.70
O -1.47 -2.69 -0.44
H -0.83 -2.02 -0.21
H -1.00 -3.14 -1.19
O 0.46 -0.72 -3.21
H 0.36 -1.04 -4.11
H -0.46 -0.45 -2.97
O 3.00 1.55 -0.13
H 3.02 0.62 -0.46
H 3.63 1.53 0.60
O -2.49 -1.73 1.85
H -2.78 -1.13 1.15
H -2.19 -2.57 1.49
O -2.88 0.52 0.25
H -2.14 1.15 0.52
H -3.74 0.94 0.42
O -1.73 0.84 -3.38
H -1.56 1.80 -3.25
H -2.44 0.42 -2.86
O -3.14 -0.66 -2.18
H -2.53 -1.33 -1.81
H -3.23 -0.15 -1.34
O 2.84 -0.54 -1.76
H 3.37 -0.68 -2.56
H 2.03 -0.08 -2.03
O 0.20 -3.20 -2.45
H -0.15 -3.05 -3.33
H 0.92 -2.60 -2.23
O -1.51 3.06 -2.05
H -2.00 2.61 -1.36
H -0.58 2.83 -1.94
*
```

=====

Record 8
Here is a structure of composition C43H45AsN7O4S3Tl at a distorted geometry from OMol25. Energies are from ωB97M-V/def2-TZVPD.

Its highest occupied orbital energy is -6.83 eV. Its frontier orbital gap is 7.0 eV. As for the energy above the lowest of the compared OMol25 structures with the same formula, charge and spin: 0.729 eV.

ORCA input file:
```
! wB97M-V def2-TZVPD RIJCOSX def2/J DEFGRID3
* xyz 0 1
Tl 0.24 -0.04 0.04
C 4.75 3.95 4.13
O 3.52 4.62 4.24
C 2.41 3.99 3.75
C 1.19 4.67 3.93
C 0.04 4.13 3.42
C 0.02 2.91 2.72
C -1.18 2.42 2.12
C -2.54 2.76 2.71
O -1.20 1.72 1.09
C 1.26 2.18 2.56
O 1.35 1.03 2.03
C 2.43 2.79 3.09
H 5.47 4.59 4.63
H 5.06 3.80 3.09
H 4.72 2.97 4.63
H 1.19 5.61 4.45
H -0.88 4.69 3.50
H -2.48 3.28 3.66
H -3.07 1.81 2.86
H -3.09 3.35 1.99
H 3.36 2.26 2.90
N -3.16 -2.89 1.73
C -2.71 -2.50 2.97
C -3.11 -2.83 4.26
C -2.43 -2.21 5.29
C -1.39 -1.31 5.05
C -0.98 -0.99 3.77
C -1.66 -1.59 2.72
N -1.50 -1.46 1.37
C -2.40 -2.22 0.81
C -2.61 -2.31 -0.62
C -3.76 -2.68 -1.26
S -3.57 -2.54 -2.96
C -1.96 -1.99 -2.69
N -1.61 -1.92 -1.45
H -3.88 -3.56 1.54
H -3.90 -3.54 4.44
H -2.72 -2.42 6.31
H -0.90 -0.86 5.90
H -0.17 -0.31 3.56
H -4.70 -2.97 -0.83
H -1.31 -1.73 -3.51
C 4.16 -3.61 -3.32
C 3.81 -3.61 -1.89
N 4.54 -4.06 -0.92
N 3.82 -3.88 0.21
C 2.60 -3.34 -0.04
S 1.36 -3.03 0.99
N 2.61 -3.16 -1.41
N 1.61 -2.51 -2.12
H 5.13 -4.08 -3.45
H 4.19 -2.59 -3.69
H 3.41 -4.15 -3.90
H 4.20 -4.12 1.11
H 1.18 -3.13 -2.79
H 0.90 -2.22 -1.44
C 2.72 3.66 -3.21
As 1.99 2.13 -2.19
C 3.27 0.81 -2.91
C 2.85 2.50 -0.43
C 4.30 2.78 -0.51
C 4.78 4.08 -0.67
C 6.13 4.33 -0.77
C 7.04 3.29 -0.72
C 6.58 1.99 -0.57
C 5.23 1.74 -0.46
H 3.80 3.73 -3.12
H 2.28 4.60 -2.87
H 2.46 3.54 -4.27
H 4.29 1.15 -2.79
H 3.07 0.67 -3.98
H 3.14 -0.15 -2.42
H 2.67 1.62 0.19
H 2.31 3.34 0.02
H 4.07 4.90 -0.71
H 6.48 5.35 -0.88
H 8.10 3.48 -0.80
H 7.29 1.17 -0.53
H 4.87 0.73 -0.32
O -3.86 0.32 -0.82
S -2.60 1.03 -1.09
C -2.99 2.79 -0.91
C -4.31 3.18 -0.75
C -4.62 4.52 -0.64
C -3.61 5.47 -0.70
C -2.28 5.07 -0.83
C -1.97 3.73 -0.94
C -2.59 1.24 -2.91
C -3.63 0.73 -3.66
C -3.60 0.82 -5.05
C -2.53 1.44 -5.67
C -1.49 1.97 -4.91
C -1.52 1.86 -3.53
H -5.07 2.42 -0.70
H -5.65 4.83 -0.51
H -3.85 6.52 -0.63
H -1.49 5.81 -0.86
H -0.94 3.41 -1.01
H -4.46 0.27 -3.15
H -4.40 0.40 -5.63
H -2.50 1.52 -6.74
H -0.66 2.47 -5.38
H -0.70 2.25 -2.95
*
```

=====

One value per record, in order, for energy: -327.64308 -2763.44780 -383.92739 -341.90260 -5583.64318 -390.46877 -1107.57319 -5952.64605 a.u..